1.
Formula: C47H67CuP2Si
Source: the OMol25 dataset
Level of theory: wB97M-V/def2-TZVPD

Computed properties:
charge = -1
largest force on an atom = 0.62 eV/Å
orbital gap (spin up / spin down) = 5.67 / 6.04 eV
<S²> = 0.756
2S+1 = 2

Each line ends with the Mulliken spin population.
Cartesian coordinates (Å):
Cu  0.752  0.397  -1.705  -0.074
P  -1.941  1.320  -0.478  -0.027
P  1.199  -2.168  -1.157  -0.030
Si  -0.910  -0.574  -3.089  0.020
C  -0.815  -3.350  2.412  0.000
C  -2.289  2.592  3.488  0.000
C  -3.773  -1.155  -3.173  0.001
C  3.976  1.230  2.134  0.014
C  -3.443  0.379  3.299  0.000
C  5.517  -3.666  0.015  0.000
C  5.302  -2.641  -1.096  0.003
C  3.949  1.073  3.514  -0.006
C  -1.238  -0.223  -4.968  -0.003
C  -3.572  4.797  -0.364  -0.001
C  0.100  -3.187  -2.198  0.013
C  3.098  1.838  4.296  0.012
C  -0.110  -3.534  1.065  -0.003
C  -2.480  1.222  4.133  -0.001
C  -2.941  0.247  1.862  0.001
C  -2.779  -0.461  -2.478  0.003
C  2.331  2.939  2.297  0.031
C  0.519  -1.274  2.866  0.005
C  2.800  -3.172  -1.082  0.009
C  3.060  -4.220  0.002  0.000
C  -1.126  3.920  -1.278  0.019
C  1.709  1.431  -0.329  0.423
C  -1.279  -4.705  -4.076  0.001
C  -5.517  -0.276  -1.790  0.000
C  4.201  1.568  -0.756  0.086
C  0.366  -2.189  0.515  0.002
C  -2.261  2.903  -1.455  0.000
C  3.149  2.144  1.481  0.051
C  0.090  -2.634  3.414  0.002
C  -3.201  0.334  -1.392  0.005
C  -3.640  3.569  -1.271  0.000
C  3.886  -2.079  -1.014  0.000
C  4.482  -4.781  -0.109  0.001
C  2.998  2.184  -0.038  0.108
C  -2.643  5.882  -0.941  0.000
C  -0.725  -2.524  -3.126  -0.006
C  2.301  2.790  3.671  -0.006
C  -0.491  -5.345  -3.130  0.000
C  -4.557  0.402  -1.059  -0.003
C  -1.551  5.274  -1.834  0.005
C  -1.788  2.452  2.051  0.003
C  0.204  -4.581  -2.208  -0.003
C  -5.118  -1.067  -2.855  0.000
C  2.901  3.642  -0.547  0.058
C  -1.377  -3.322  -4.068  0.001
C  -2.751  1.618  1.194  -0.014
C  1.237  -1.440  1.530  -0.136
H  -1.498  0.832  -5.091  0.000
H  0.983  -3.245  3.593  -0.001
H  -1.580  3.187  4.071  0.000
H  1.497  -0.460  1.118  0.120
H  -1.727  -2.760  2.265  0.000
H  1.689  3.687  1.849  -0.002
H  -6.566  -0.189  -1.530  0.000
H  0.976  1.719  0.435  0.319
H  1.640  3.413  4.264  -0.001
H  4.386  0.542  -0.447  -0.025
H  4.000  1.552  -1.829  0.000
H  -3.491  -1.811  -3.987  0.000
H  -2.172  6.420  -0.114  0.000
H  5.108  2.156  -0.578  0.002
H  -0.236  3.541  -1.779  -0.005
H  -4.430  0.855  3.299  0.000
H  -0.867  4.040  -0.221  -0.008
H  -3.559  -0.613  3.746  0.000
H  2.832  3.634  -1.636  -0.005
H  -5.851  -1.618  -3.434  0.000
H  2.171  -1.987  1.701  -0.002
H  4.605  -5.272  -1.081  0.000
H  5.393  -3.170  0.984  0.000
H  -0.798  -4.001  0.356  0.000
H  3.790  4.208  -0.250  -0.001
H  0.848  -5.077  -1.492  0.000
H  2.946  -3.759  0.987  -0.001
H  4.595  0.336  3.977  -0.001
H  -3.246  3.126  3.489  0.000
H  -1.651  3.445  1.615  0.009
H  -1.811  -5.283  -4.823  0.000
H  -2.043  -0.804  -5.423  0.000
H  -4.023  3.882  -2.247  0.000
H  1.172  -0.762  3.577  -0.001
H  -4.576  5.209  -0.229  0.000
H  2.852  -3.651  -2.068  0.001
H  -0.804  1.968  2.055  0.015
H  -1.972  -0.267  1.870  0.002
H  -0.366  -0.645  2.723  0.002
H  -1.117  -4.323  2.812  0.000
H  2.347  -5.044  -0.069  0.001
H  -1.976  -2.854  -4.841  0.000
H  -2.204  2.522  -2.480  0.000
H  -0.698  5.956  -1.894  0.000
H  -0.399  -6.425  -3.129  0.000
H  3.761  -1.543  -0.067  0.010
H  -0.327  -0.409  -5.545  0.000
H  -3.222  4.484  0.623  0.001
H  6.529  -4.077  -0.025  0.000
H  -4.888  1.003  -0.220  0.000
H  -4.359  2.852  -0.870  0.000
H  6.030  -1.830  -1.014  0.000
H  -0.426  -2.518  4.372  0.000
H  -3.714  2.141  1.132  0.000
H  3.058  1.698  5.369  0.001
H  -0.520  -1.569  0.311  0.007
H  -1.920  5.139  -2.856  0.000
H  0.740  -4.209  1.202  0.001
H  2.018  4.155  -0.167  0.003
H  -3.222  6.613  -1.512  0.000
H  3.717  -1.355  -1.812  -0.004
H  -1.511  0.714  4.187  0.001
H  -3.626  -0.376  1.288  0.000
H  4.665  0.620  1.564  -0.001
H  4.643  -5.534  0.668  0.000
H  -2.855  1.332  5.155  0.000
H  5.450  -3.123  -2.069  0.000

=====

2.
Formula: C47H67N7O12S4
Source: the OMol25 dataset
Level of theory: wB97M-V/def2-TZVPD

Computed properties:
SMILES = CCOS(C)(=O)=O.CCOS(C)(=O)=O.CCOS(C)(=O)=O.CCOS(C)(=O)=O.c1ccncc1.c1ccncc1.c1ccncc1.c1ccncc1.c1ccncc1.c1ccncc1.c1ccncc1
charge = 0
largest force on an atom = 3.68 eV/Å
orbital gap = 10.10 eV
2S+1 = 1

Each line ends with the Mulliken charge.
Cartesian coordinates (Å):
S  -0.735  -1.538  1.187  0.311
S  -1.828  5.769  -0.822  1.100
S  4.965  -0.857  -3.074  1.129
S  2.970  2.519  0.145  1.001
O  6.210  -1.457  -3.362  -0.681
O  -1.518  4.622  -0.065  -0.491
O  1.990  3.258  0.889  -0.736
O  3.909  -1.253  -4.213  -0.354
O  4.859  0.517  -2.769  -0.597
O  -0.347  -2.222  2.382  -0.545
O  2.627  1.148  -0.179  -0.045
O  -1.114  -0.024  1.491  0.580
O  4.248  2.606  0.948  -0.266
O  -1.842  -2.090  0.424  -0.347
O  -3.372  5.711  -1.259  -0.393
O  -1.613  7.099  -0.423  -0.669
N  -0.767  -2.485  -3.150  0.089
N  1.567  2.087  6.675  -0.623
N  0.096  2.361  -2.956  -0.360
N  0.887  -6.207  0.468  -0.505
N  -4.193  0.292  3.988  -0.362
N  5.480  -2.809  2.287  -0.582
N  -5.927  -0.687  -1.297  -0.579
C  3.346  3.526  -1.299  -0.796
C  -1.999  -2.071  -2.770  0.341
C  -0.961  -5.215  -0.704  -0.164
C  3.821  -4.331  1.475  -0.320
C  3.116  -2.458  2.754  0.294
C  -3.876  -1.011  3.899  -0.431
C  -2.693  1.829  -2.955  0.020
C  5.142  -3.881  1.612  -0.504
C  1.635  -0.583  -5.013  -0.713
C  -1.074  5.717  -2.437  -0.706
C  1.173  -6.883  -0.653  -0.255
C  -2.158  -0.815  5.532  -0.152
C  4.239  -1.842  -1.795  -0.520
C  -0.215  0.762  2.439  0.532
C  -1.991  2.007  -4.138  -0.674
C  4.971  1.379  1.316  0.236
C  -0.865  2.141  2.447  -0.943
C  -5.202  0.776  0.927  -0.052
C  -2.453  0.545  5.615  -0.193
C  2.799  -3.616  1.987  -0.403
C  -0.676  -3.205  -4.284  -0.690
C  -6.589  0.434  -0.951  -0.636
C  -4.542  -0.376  0.646  1.168
C  -3.417  1.054  4.790  -0.475
C  -3.004  -2.941  -4.749  -0.401
C  -4.120  4.440  -0.961  0.759
C  -1.938  1.954  -1.765  0.008
C  -5.584  4.755  -1.201  -1.471
C  3.061  -0.133  -4.772  0.140
C  0.488  -6.820  -1.823  -0.681
C  2.449  2.225  4.462  0.014
C  1.735  0.764  6.639  -0.424
C  -1.763  -3.427  -5.120  -0.610
C  4.458  -2.058  2.775  -0.682
C  -3.144  -2.241  -3.546  -0.721
C  -0.658  2.343  -4.113  -1.115
C  -2.887  -1.625  4.707  -0.641
C  2.288  0.096  5.566  -0.256
C  -0.584  2.159  -1.838  0.721
C  -6.256  1.197  0.099  -0.458
C  -4.959  -1.085  -0.497  -1.155
C  6.231  1.189  0.428  -1.245
C  -0.570  -5.930  -1.877  -0.138
C  1.840  2.754  5.568  -0.446
C  0.637  -1.243  0.070  -0.332
C  2.661  0.856  4.475  0.402
C  -0.147  -5.362  0.414  -0.348
H  3.754  2.902  -2.135  0.094
H  0.050  2.161  -0.916  -0.506
H  -2.474  1.924  -5.063  0.618
H  5.243  1.699  2.332  0.318
H  -1.863  2.046  2.896  -0.039
H  -0.163  0.266  3.406  0.147
H  2.327  -1.903  3.258  0.184
H  3.202  0.302  3.697  -0.216
H  4.831  -1.620  -0.892  0.189
H  -2.326  1.689  -0.783  0.434
H  4.675  -1.181  3.352  0.627
H  0.312  -3.703  -4.463  0.484
H  -0.314  2.798  3.127  0.374
H  1.193  -0.922  -4.076  -0.094
H  -1.800  -4.520  -0.725  0.312
H  -0.907  2.614  1.471  -0.017
H  -5.946  5.345  -0.376  0.385
H  -1.222  -5.762  -2.731  0.477
H  1.023  0.202  -5.433  0.321
H  -1.488  -1.235  6.276  0.468
H  -1.987  1.243  6.323  0.389
H  5.907  0.940  -0.579  0.081
H  -4.474  -2.008  -0.718  0.869
H  -2.638  -2.686  4.686  0.368
H  -1.529  6.465  -3.071  0.399
H  -4.541  -1.575  3.239  0.610
H  2.297  -0.998  5.500  0.409
H  4.028  4.301  -0.962  0.443
H  -4.129  4.163  0.091  0.224
H  2.463  3.990  -1.687  0.140
H  1.590  3.801  5.622  0.430
H  -7.437  0.705  -1.591  0.344
H  4.462  -2.865  -1.993  0.504
H  1.447  0.163  7.520  0.354
H  -3.910  -3.360  -5.264  0.291
H  0.864  -7.389  -2.651  0.396
H  -3.717  -0.704  1.304  -0.357
H  6.814  0.346  0.817  0.407
H  0.800  0.734  1.943  -0.218
H  1.098  -2.166  -0.206  0.838
H  0.264  -0.673  -0.808  -0.199
H  3.189  0.733  -4.103  0.030
H  6.809  2.045  0.425  0.461
H  -6.842  2.107  0.308  0.544
H  3.226  -1.575  -1.709  -0.068
H  -4.038  -1.912  -3.066  0.481
H  -6.147  3.829  -1.312  0.335
H  -0.031  5.866  -2.224  0.300
H  3.747  -5.316  1.086  0.514
H  2.051  -7.508  -0.632  0.360
H  -5.710  5.365  -2.125  0.385
H  3.501  0.082  -5.752  0.257
H  4.221  0.592  1.351  0.034
H  -1.132  4.788  -3.040  0.073
H  -0.452  -4.871  1.352  0.598
H  1.338  -0.563  0.493  -0.287
H  1.606  -1.465  -5.682  0.378
H  -0.145  2.511  -5.044  0.463
H  -1.660  -4.117  -5.913  0.461
H  -3.650  2.108  4.820  0.414
H  -2.047  -1.481  -1.851  0.298
H  -4.983  1.343  1.873  0.298
H  1.772  -3.925  2.093  0.554
H  -3.739  1.614  -2.914  0.587
H  5.925  -4.451  1.137  0.377
H  -3.609  3.681  -1.608  -0.350
H  2.709  2.883  3.611  0.260